1.
{"formula": "C5H8O2", "method": "the ωB97M-V functional and the def2-TZVPD basis", "symbols": ["O", "C", "C", "C", "C", "C", "O", "H", "H", "H", "H", "H", "H", "H", "H"], "xyz": [[2.033377, -0.982529, -0.289079], [1.000986, -0.362053, 0.434332], [0.635974, 1.062768, -0.081032], [-0.763940, 0.718773, -0.609482], [-1.418448, -0.010988, 0.574631], [-0.357606, -1.024991, 0.136933], [-0.548629, -0.581154, -1.239716], [1.702659, -1.049082, -1.198534], [1.294075, -0.394113, 1.486936], [0.619652, 1.827961, 0.700851], [1.323465, 1.383439, -0.868821], [-1.292577, 1.432017, -1.244201], [-1.355697, 0.434709, 1.571441], [-2.431384, -0.350377, 0.350075], [-0.441910, -2.104382, 0.275659]], "atomic_forces_ev_per_a": [[-0.022, -0.027, -0.266], [-0.186, 0.090, 0.277], [0.037, 0.062, -0.021], [-0.092, 0.332, -0.086], [-0.061, 0.068, 0.125], [0.077, -0.309, 0.149], [0.007, -0.043, -0.141], [0.139, -0.020, 0.098], [-0.108, 0.018, -0.119], [-0.021, -0.126, -0.082], [-0.108, -0.089, 0.081], [0.094, -0.098, 0.112], [0.044, -0.050, -0.126], [0.167, 0.026, 0.007], [0.034, 0.167, -0.007]], "lumo_energy_ev": 1.02, "energy_ha": -345.74510, "homo_ev": -9.701, "e_above_lowest_ev": 1.629, "total_charge": 0, "orbital_gap_ev": 10.72, "spin_multiplicity": 1}

2.
{"formula": "C5H8O2", "method": "the ωB97M-V functional and the def2-TZVPD basis", "symbols": ["C", "O", "C", "C", "C", "C", "O", "H", "H", "H", "H", "H", "H", "H", "H"], "xyz": [[-0.201429, 2.518060, 0.066574], [0.573235, 1.266120, -0.015387], [-0.039694, 0.236479, 0.643744], [-1.132927, -0.621885, 0.191775], [-0.689807, -1.650046, -0.831932], [0.638139, -1.692964, -0.505167], [1.164989, -0.748940, 0.393346], [0.072856, 3.244229, -0.653708], [-1.277005, 2.348808, -0.585267], [-0.324523, 2.764734, 1.179906], [0.107899, 0.160190, 1.722098], [-2.056452, 0.070609, -0.211964], [-1.806988, -1.202342, 1.020690], [-1.264621, -1.924433, -1.874877], [1.197353, -2.337098, -1.010517]], "atomic_forces_ev_per_a": [[-3.412, -2.637, -0.517], [-2.204, 2.954, -0.534], [4.871, -3.596, 1.068], [-7.849, 0.708, -0.981], [1.134, 1.471, -0.692], [-3.226, 2.777, 0.577], [-2.086, -2.405, -1.204], [1.805, 0.880, 0.157], [2.115, -0.030, 2.598], [-0.045, 0.228, -1.956], [-0.712, 1.459, 0.335], [2.190, -1.335, 0.597], [2.239, 1.563, -1.220], [1.736, 0.294, 3.282], [3.443, -2.330, -1.510]], "lumo_energy_ev": 0.89, "energy_ha": -345.62211, "homo_ev": -8.422, "e_above_lowest_ev": 4.975, "total_charge": 0, "smiles": "CO[C@H]1CC=CO1", "orbital_gap_ev": 9.31, "spin_multiplicity": 1}

3.
{"formula": "C5H8O2", "method": "the ωB97M-V functional and the def2-TZVPD basis", "symbols": ["O", "C", "C", "C", "C", "O", "C", "H", "H", "H", "H", "H", "H", "H", "H"], "xyz": [[1.606477, -0.266086, -1.453209], [0.805777, 0.604763, -1.184750], [-0.070589, 0.556617, 0.034794], [0.898187, 0.754783, 1.239770], [0.234625, -0.458917, 1.881212], [0.204838, -0.878804, 3.003303], [-0.468265, -0.839474, 0.578547], [0.751818, 1.550773, -1.762369], [-0.898177, 1.274356, 0.016725], [1.920209, 0.507968, 0.927151], [0.887859, 1.704542, 1.773659], [0.069312, -1.633268, 0.047715], [-1.530642, -1.094425, 0.651908], [-0.160674, -0.362608, -2.482748], [-0.764842, 0.065103, -2.405502]], "atomic_forces_ev_per_a": [[0.097, 0.646, 0.416], [0.760, -0.088, 0.240], [0.090, 0.063, -0.119], [0.113, 0.152, 0.309], [0.022, -0.214, 0.456], [-0.034, 0.151, -0.495], [-0.017, -0.114, 0.013], [0.171, -0.131, 0.035], [0.266, -0.107, -0.104], [-0.136, 0.033, 0.232], [-0.034, -0.115, 0.074], [-0.024, 0.077, 0.112], [0.214, 0.120, -0.038], [-0.980, -0.113, -0.603], [-0.509, -0.361, -0.529]], "lumo_energy_ev": 0.74, "energy_ha": -345.69874, "homo_ev": -9.858, "e_above_lowest_ev": 2.890, "total_charge": 0, "smiles": "O=CC1CC(=O)C1.[H][H]", "orbital_gap_ev": 10.59, "spin_multiplicity": 1}

4.
{"formula": "C5H8O2", "method": "the ωB97M-V functional and the def2-TZVPD basis", "symbols": ["C", "C", "C", "O", "C", "C", "O", "H", "H", "H", "H", "H", "H", "H", "H"], "xyz": [[-2.061419, 0.675125, 0.496801], [-1.342470, -0.112306, -0.559371], [-0.065832, -0.498139, -0.557998], [0.416500, -1.262025, -1.586410], [0.913773, -0.263568, 0.566771], [2.283950, 0.200218, 0.138789], [2.717735, 0.128710, -0.991529], [-2.769003, 0.053138, 1.059156], [-2.639774, 1.483151, 0.034606], [-1.383257, 1.138672, 1.220270], [-1.925499, -0.419814, -1.425490], [1.322548, -0.955564, -1.765831], [0.528115, 0.439259, 1.311229], [1.080572, -1.209176, 1.109151], [2.924066, 0.602325, 0.949859]], "atomic_forces_ev_per_a": [[0.025, 0.053, 0.074], [0.190, -0.067, -0.046], [-0.289, 0.158, 0.227], [0.125, 0.007, -0.061], [-0.044, 0.046, -0.038], [0.137, -0.055, -0.347], [-0.194, 0.059, 0.496], [0.082, 0.073, -0.098], [0.068, -0.123, 0.078], [-0.120, -0.088, -0.106], [0.090, 0.061, 0.074], [-0.096, -0.100, 0.006], [0.066, -0.089, -0.118], [0.009, 0.097, -0.054], [-0.050, -0.033, -0.087]], "lumo_energy_ev": 0.79, "energy_ha": -345.76585, "homo_ev": -8.636, "e_above_lowest_ev": 1.064, "total_charge": 0, "smiles": "C/C=C(/O)CC=O", "orbital_gap_ev": 9.43, "spin_multiplicity": 1}

- Number 4 is which compound?
  C5H8O2